1.
This record from OMol25 describes a structure of composition C13H26N3O2PPt. The level of theory is the ωB97M-V functional and the def2-TZVPD basis.

Calculated values
E_HOMO: -15.64 eV
frontier orbital gap: 8.464 eV
charge: +2

Geometry as XYZ:
```
46
C13H26N3O2PPt | OMol25 | the ωB97M-V functional and the def2-TZVPD basis
Pt -0.2248 0.1232 -0.1387
C 2.0602 -4.3369 -2.1875
O 1.1245 -3.6433 -1.3253
C 1.0872 -2.3439 -1.2724
O 0.1906 -1.8403 -0.5609
N 1.9782 -1.6144 -1.9641
N 1.8486 -0.2219 -2.0055
H 1.8298 -5.3872 -2.0634
H 3.0850 -4.1493 -1.8668
H 1.9019 -4.0521 -3.2272
H 2.6636 -2.0770 -2.5416
H 1.6522 0.0674 -2.9584
H 2.7123 0.2087 -1.6969
C 0.1086 2.1423 2.9604
C -0.5869 0.7967 3.1257
P 0.0047 -0.5211 2.0111
C 1.7704 -0.7906 2.3205
C 2.0780 -1.3307 3.7211
C -0.9852 -2.0109 2.3327
C -1.3982 -2.1825 3.7992
H -0.2876 2.8469 3.6903
H -0.0596 2.5630 1.9759
H 1.1849 2.0704 3.1261
H -1.6642 0.8687 2.9610
H -0.4503 0.4311 4.1463
H 2.2680 0.1644 2.1424
H 2.1279 -1.4764 1.5507
H 1.7269 -0.6556 4.5018
H 3.1564 -1.4314 3.8332
H 1.6362 -2.3128 3.8832
H -0.4143 -2.8643 1.9619
H -1.8661 -1.9406 1.6936
H -0.5463 -2.2147 4.4760
H -1.9396 -3.1214 3.9019
H -2.0652 -1.3846 4.1220
C -2.3664 4.3594 -0.3871
C -3.0867 3.1743 -0.3849
C -2.4060 1.9791 -0.3111
N -1.0555 1.9372 -0.2590
C -0.3544 3.0916 -0.2647
C -0.9798 4.3157 -0.3272
H -2.8808 5.3101 -0.4380
H -4.1662 3.1693 -0.4336
H -2.9268 1.0334 -0.2981
H 0.7211 3.0085 -0.2260
H -0.3862 5.2189 -0.3305
```

2.
This record from OMol25 describes the molecule C3H4IPS. The level of theory is the ωB97M-V functional and the def2-TZVPD basis.

Calculated values
E_HOMO: -8.74 eV
structure (SMILES): C#CSP(C)I
frontier orbital gap: 8.133 eV
charge: 0

Geometry as XYZ:
```
10
C3H4IPS | OMol25 | the ωB97M-V functional and the def2-TZVPD basis
C -0.3724 -3.4672 1.1298
C -0.0369 -2.3928 0.6685
S 0.4501 -0.7429 0.4988
P 0.4748 0.7096 -1.3576
C 0.4707 2.1938 -0.2661
I -1.9030 0.6802 -1.9500
H -0.5194 -4.4528 1.4568
H 0.0989 1.9427 0.7282
H 1.4936 2.5603 -0.1969
H -0.1563 2.9690 -0.7117
```

3.
This record from OMol25 describes a structure of composition C32H35BrF4N4O4PSe2Sn. The level of theory is the ωB97M-V functional and the def2-TZVPD basis.

Calculated values
E_HOMO: -9.93 eV
frontier orbital gap: 7.042 eV
charge: +1

Geometry as XYZ:
```
84
C32H35BrF4N4O4PSe2Sn | OMol25 | the ωB97M-V functional and the def2-TZVPD basis
Sn -0.7660 0.1899 0.8699
F 6.8178 4.0782 -0.3920
C 5.7862 3.2550 -0.5263
C 5.7255 2.3927 -1.6048
F 6.6985 2.3952 -2.5094
C 4.6440 1.5398 -1.7320
F 4.6284 0.7413 -2.8033
C 3.6095 1.5085 -0.8094
P 2.1641 0.3811 -0.9540
C 2.9387 -1.2386 -1.2912
C 2.3277 -2.2008 -2.0925
C 2.8491 -3.4859 -2.1727
C 3.9830 -3.8275 -1.4519
C 4.5913 -2.8787 -0.6398
C 4.0679 -1.5983 -0.5535
C 1.3984 0.9166 -2.5244
C 0.3309 1.8091 -2.3927
C -0.3809 2.2367 -3.5078
C -0.0313 1.7717 -4.7678
C 1.0410 0.8984 -4.9102
C 1.7549 0.4758 -3.7982
C 3.6928 2.3952 0.2691
Br 2.3537 2.4889 1.6082
C 4.7653 3.2570 0.4092
F 4.8546 4.1018 1.4345
H 1.4331 -1.9583 -2.6518
H 2.3659 -4.2193 -2.8056
H 4.3923 -4.8265 -1.5217
H 5.4784 -3.1366 -0.0761
H 4.5495 -0.8684 0.0884
H 0.0504 2.1688 -1.4083
H -1.2058 2.9273 -3.3903
H -0.5834 2.0977 -5.6395
H 1.3283 0.5502 -5.8940
H 2.5882 -0.2026 -3.9244
C 1.3126 -1.1072 5.0271
C 0.5705 -0.4624 3.8982
N 0.6291 -0.8097 2.6686
O 1.4564 -1.8137 2.2548
C -0.2992 0.7274 4.1864
C -0.5550 1.2521 5.5610
N -0.7924 1.2625 3.1429
O -1.5755 2.3649 3.3778
H 1.7390 -2.0763 4.7784
H 0.6361 -1.2734 5.8644
H 2.1202 -0.4584 5.3716
H 1.9264 -2.1834 3.0194
H -0.0237 0.6981 6.3291
H -1.6253 1.2098 5.7691
H -0.2628 2.3014 5.6140
O -6.2654 1.8435 3.2186
C -6.0989 1.5303 1.8470
C -4.5930 1.3700 1.5521
C -4.5576 1.1074 0.0362
O -3.3021 0.7335 -0.5236
C -3.9846 2.7227 1.9485
Se -2.0964 3.1079 1.7743
C -4.0955 0.2190 2.4589
Se -2.8079 -1.1743 1.8807
H -7.1960 2.0079 3.4001
H -6.5194 2.3159 1.2076
H -6.5996 0.5880 1.6016
H -4.8650 2.0187 -0.4815
H -5.3001 0.3381 -0.1948
H -3.2341 -0.2262 -0.4106
H -4.2042 2.9312 2.9946
H -4.4436 3.5291 1.3678
H -4.9483 -0.4060 2.7182
H -3.7197 0.6267 3.3942
C -1.8570 -1.9213 -4.4686
C -1.4011 -2.1679 -3.0705
C -1.1962 -3.3318 -2.3582
C -0.7688 -2.9279 -1.0803
N -0.7131 -1.6034 -1.0130
N -1.1149 -1.1611 -2.2267
C -0.3871 -3.7733 0.0901
H -1.8336 -2.8485 -5.0361
H -1.2184 -1.1927 -4.9698
H -2.8792 -1.5409 -4.4830
H -1.3210 -4.3401 -2.7150
H -1.1057 -0.1705 -2.4253
H -0.5202 -4.8268 -0.1467
H -1.0070 -3.5396 0.9581
H 0.6566 -3.6048 0.3591
```

4.
This record from OMol25 describes a cluster of 2 separate species, C3H6Cl2O3 in total. The level of theory is the ωB97M-V functional and the def2-TZVPD basis.

Calculated values
E_HOMO (alpha / beta): -7.96 / -7.71 eV
frontier orbital gap (alpha / beta): 8.569 / 8.329 eV
charge: 0

Geometry as XYZ:
```
14
C3H6Cl2O3 | OMol25 | the ωB97M-V functional and the def2-TZVPD basis
C -0.4391 -0.3328 -0.3358
C -1.4730 0.6865 -0.6572
C 2.1014 0.3355 0.5629
O -0.7387 -1.2546 0.6267
O -2.5070 0.1634 -1.4045
O 2.4969 -0.6849 1.3392
Cl -2.1300 1.3363 0.9314
Cl 2.9769 0.6617 -0.8849
H 0.0261 -0.8013 -1.1946
H -1.0910 1.5498 -1.1992
H 1.8182 1.2132 1.1259
H -1.2001 -0.7907 1.3428
H -2.7551 -0.7091 -1.0642
H 2.9146 -1.3731 0.8113
```

5.
This record from OMol25 describes the molecule C2H6N2O. The level of theory is the ωB97M-V functional and the def2-TZVPD basis.

Calculated values
E_HOMO: -9.15 eV
structure (SMILES): [H]/N=C/NOC
frontier orbital gap: 10.049 eV
charge: 0

Geometry as XYZ:
```
11
C2H6N2O | OMol25 | the ωB97M-V functional and the def2-TZVPD basis
H 2.4946 -1.0705 -0.2745
N 1.5227 -0.8348 -0.2605
C 1.3691 0.3570 0.1029
N 0.1131 0.9976 0.1223
O -0.9909 0.5176 -0.5964
C -1.6580 -0.5495 0.1645
H 2.2912 1.1115 0.1424
H 0.1569 1.9930 -0.2307
H -2.6240 -0.1467 0.8025
H -0.6570 -1.0457 0.8582
H -2.0178 -1.3296 -0.8306
```

6.
This record from OMol25 describes a cluster of 4 separate species, C10H26BBr6FO9P3S in total. The level of theory is the ωB97M-V functional and the def2-TZVPD basis.

Calculated values
E_HOMO: -5.07 eV
frontier orbital gap: 7.159 eV
charge: -1

Geometry as XYZ:
```
57
C10H26BBr6FO9P3S | OMol25 | the ωB97M-V functional and the def2-TZVPD basis
C -2.8610 3.5955 -0.1235
C -1.6855 4.5240 -0.0214
O -1.3769 5.2149 -0.9228
O -1.0950 4.5195 1.1749
C 0.3324 4.6869 1.1533
C 1.0600 3.6099 1.9436
P 0.6007 1.7903 1.5472
P 0.0009 -0.3961 1.1562
P 1.5790 -1.7730 1.7253
O 2.1060 -2.6035 0.6423
O 0.9273 -2.7540 2.8458
O 2.8036 -1.0514 2.4699
B -0.6278 1.7225 3.0770
O -2.0023 1.8417 2.9542
O -0.1482 1.5806 4.3591
S 1.9623 1.8596 -0.3086
O 2.2392 0.5941 -0.9103
O 1.3147 2.7401 -1.2341
F 3.4081 2.5659 0.0097
H -3.2699 3.6720 -1.1125
H -2.6025 2.5612 0.0683
H -3.6033 3.9461 0.5892
H 0.7601 4.7572 0.1618
H 0.5430 5.6421 1.6330
H 0.8747 3.7743 3.0053
H 2.1239 3.7859 1.8013
H -0.4816 2.1413 0.6662
H 1.7336 1.3768 2.3643
H -0.1811 -0.6216 -0.2290
H 0.0023 -2.4743 2.9387
H 3.5977 -1.3986 2.0352
H -2.3002 2.7237 3.2025
H 0.8037 1.7587 4.3294
Br -1.8860 -6.6595 3.1179
C -0.7283 -6.9040 1.5677
C 0.1110 -5.6857 1.2978
Br -0.9195 -4.2707 0.4634
H -1.3727 -7.1654 0.7348
H -0.0960 -7.7539 1.8168
H 0.9005 -5.9195 0.5859
H 0.5518 -5.2605 2.1945
Br -5.0930 5.1401 -2.8578
C -3.5532 5.4617 -4.0024
C -3.4847 4.4658 -5.1281
Br -2.8440 2.7354 -4.5137
H -2.6765 5.4388 -3.3595
H -3.6900 6.4687 -4.3911
H -2.7650 4.7892 -5.8773
H -4.4469 4.2965 -5.6006
Br 1.1453 -7.5454 -2.2161
C 2.6637 -6.5697 -2.9445
C 3.8813 -6.7175 -2.0731
Br 3.7713 -5.5994 -0.4830
H 2.3513 -5.5369 -3.0626
H 2.8379 -7.0091 -3.9245
H 4.7693 -6.3730 -2.5992
H 4.0347 -7.7379 -1.7368
```

7.
This record from OMol25 describes the molecule C4H8O2. The level of theory is the ωB97M-V functional and the def2-TZVPD basis.

Calculated values
E_HOMO: -10.16 eV
structure (SMILES): O[C@H]1CCCO1
frontier orbital gap: 11.131 eV
charge: 0

Geometry as XYZ:
```
14
C4H8O2 | OMol25 | the ωB97M-V functional and the def2-TZVPD basis
O -1.1670 1.1072 -1.1670
C -0.5459 1.0531 0.0979
C -0.8484 -0.2967 0.7323
C 0.1510 -1.1741 -0.0221
C 1.3626 -0.2438 -0.1210
O 0.8539 1.0944 -0.0386
H -0.5854 1.6550 -1.7124
H -0.8379 1.9167 0.7075
H -1.8902 -0.6037 0.6108
H -0.6076 -0.2498 1.8011
H 0.3878 -2.1203 0.4714
H -0.2476 -1.3883 -1.0175
H 2.0579 -0.3861 0.7144
H 1.9167 -0.3635 -1.0570
```

8.
This record from OMol25 describes a cluster of 2 separate species, C5H8Cl2 in total. The level of theory is the ωB97M-V functional and the def2-TZVPD basis.

Calculated values
E_HOMO: -9.71 eV
structure (SMILES): CC#C[C@H](C)Cl.Cl
frontier orbital gap: 10.400 eV
charge: 0

Geometry as XYZ:
```
15
C5H8Cl2 | OMol25 | the ωB97M-V functional and the def2-TZVPD basis
C -1.3925 -0.9988 1.4349
C -0.7096 -0.3800 0.2995
C -0.1532 0.1426 -0.6338
C 0.5402 0.7445 -1.7696
C 1.9862 0.2759 -1.8841
Cl 0.5000 2.5503 -1.6458
H -2.0267 -1.8277 1.1046
H -0.6725 -1.3880 2.1611
H -2.0274 -0.2709 1.9427
H -0.0019 0.5196 -2.6907
H 2.4688 0.7395 -2.7482
H 2.0049 -0.8123 -2.0038
H 2.5431 0.5400 -0.9801
Cl -2.0701 0.4088 3.8144
H -0.9895 -0.2434 3.5989
```

9.
This record from OMol25 describes the molecule C4H4O2. The level of theory is the ωB97M-V functional and the def2-TZVPD basis.

Calculated values
E_HOMO: -10.51 eV
structure (SMILES): C#CC(=O)OC
frontier orbital gap: 11.256 eV
charge: 0

Geometry as XYZ:
```
10
C4H4O2 | OMol25 | the ωB97M-V functional and the def2-TZVPD basis
C -0.1625 2.6983 -0.9993
C -0.4156 1.5392 -0.7956
C -0.3099 0.3657 0.0514
O -0.2789 0.5057 1.2500
O -0.1445 -0.8027 -0.5689
C 0.2267 -1.8252 0.3665
H 0.1163 3.7213 -1.0831
H 0.1378 -2.7759 -0.1515
H 1.2556 -1.6464 0.6917
H -0.4250 -1.7799 1.2389
```

10.
This record from OMol25 describes a cluster of 2 separate species, C6H16O2 in total. The level of theory is the ωB97M-V functional and the def2-TZVPD basis.

Calculated values
E_HOMO: -10.00 eV
structure (SMILES): CC(C)O.CC(C)O
frontier orbital gap: 10.834 eV
charge: 0

Geometry as XYZ:
```
24
C6H16O2 | OMol25 | the ωB97M-V functional and the def2-TZVPD basis
C -4.3047 1.6629 1.1750
C -4.4317 1.6872 -0.3408
C -4.8984 0.3573 -0.8972
O -3.1655 1.9525 -0.9612
H -3.5940 0.8747 1.4756
H -5.2820 1.4516 1.6406
H -3.9367 2.6314 1.5534
H -5.1539 2.4763 -0.6336
H -5.8916 0.0956 -0.4951
H -4.9644 0.4000 -1.9974
H -4.1855 -0.4367 -0.6180
H -2.8244 2.7959 -0.5970
C 0.5255 3.8640 -1.0107
C -0.0497 4.3651 0.3054
C -0.0799 3.2827 1.3655
O -1.4080 4.7980 0.1442
H -0.0732 3.0136 -1.3780
H 1.5670 3.5278 -0.8735
H 0.5106 4.6603 -1.7738
H 0.5629 5.2140 0.6715
H 0.9395 2.9187 1.5775
H -0.5170 3.6699 2.3012
H -0.6912 2.4335 1.0166
H -1.4233 5.4804 -0.5590
```

11.
This record from OMol25 describes a structure of composition C2LiNiO4. The level of theory is the ωB97M-V functional and the def2-TZVPD basis.

Calculated values
E_HOMO (alpha / beta): -8.56 / -8.80 eV
expectation value of S²: 3.79
spin multiplicity: 4
frontier orbital gap (alpha / beta): 7.843 / 5.631 eV
charge: 0

Geometry as XYZ:
```
8
C2LiNiO4 | OMol25 | the ωB97M-V functional and the def2-TZVPD basis
O 0.4697 0.2190 0.4240
Li -0.6954 1.1355 1.7303
O 0.7899 1.4373 -1.4687
O -0.0518 2.3424 0.4139
C 0.5015 1.4242 -0.2714
C -0.4781 -1.1984 0.0540
O -0.2401 -2.2256 0.6212
Ni -0.2957 -3.1344 -1.5034
```

12.
This record from OMol25 describes the ion C6H8NS with charge +1. The level of theory is the ωB97M-V functional and the def2-TZVPD basis.

Calculated values
E_HOMO (alpha / beta): -15.06 / -15.06 eV
frontier orbital gap (alpha / beta): 8.928 / 8.927 eV
charge: +1

Geometry as XYZ:
```
16
C6H8NS | OMol25 | the ωB97M-V functional and the def2-TZVPD basis
C 0.4822 2.2310 0.1095
C 0.9453 2.0659 -1.2046
C 1.5883 0.9079 -1.4940
C 0.5939 -0.6231 0.7444
C -1.5038 -1.8384 0.6450
C -0.7622 -0.5193 0.2887
N 0.0313 2.1040 1.1452
S 2.0171 -0.1345 -0.1358
H 0.4588 2.8146 -1.8166
H 2.2105 0.5852 -2.3641
H 0.9110 -1.2739 1.6470
H -2.4334 -1.5522 1.2049
H -0.9210 -2.6134 1.1851
H -1.7843 -2.3143 -0.2826
H -1.1490 0.3292 1.0477
H -0.6845 -0.1687 -0.7197
```

Question: Which formula does entry 11 have?
Answer: C2LiNiO4